# 1
29
Properties=species:S:1:pos:R:3:forces:R:3:nbo_charge:R:1 method="wB97M-V/def2-TZVPD" relative_energy_kj_mol=122.85 total_charge=0 e_tot_ha=-844.506413
Pb -1.09003 -0.36445 -0.37279 0.8 0.0 -1.5 1.4523
O -3.14803 -0.08045 -1.44979 -1.2 0.3 0.7 -1.2653
H -3.78203 0.38055 -0.84679 0.5 -0.6 -0.8 0.4211
C 2.88397 -0.28145 1.85821 -1.2 -0.7 -1.7 -0.6183
C 1.76097 0.21155 0.91321 -0.8 -0.7 1.1 0.1123
C 2.34597 1.11855 -0.19579 -0.3 -0.2 0.8 -0.6607
O 0.96597 -0.86845 0.50721 1.6 0.3 -0.3 -0.9724
H 3.58697 0.43355 2.11721 1.2 1.8 0.8 0.1853
H 3.41397 -0.99945 1.28421 0.7 -1.0 -0.5 0.1984
H 2.50097 -0.78945 2.71321 -0.5 -0.2 0.7 0.2015
H 1.10497 0.74355 1.60021 -0.2 1.4 0.2 0.0886
H 2.99397 1.89255 0.26321 -0.2 -0.4 -0.5 0.1994
H 1.66897 1.54955 -0.93179 -0.7 0.3 0.5 0.2001
H 2.86897 0.44755 -0.83779 1.2 -0.5 -0.3 0.2068
O -0.70403 1.24255 -2.28979 0.6 1.7 -0.6 -0.9350
H -0.99703 0.94455 -3.15179 -0.3 -0.3 -0.2 0.4979
H -0.96003 2.18855 -2.25679 0.1 -0.9 0.0 0.4830
O -1.27203 -2.69145 0.08521 -1.3 -1.2 -1.0 -0.9363
H -2.20503 -2.57245 -0.23879 0.8 -0.6 0.9 0.4956
H -1.25903 -2.84145 1.03021 -0.2 0.0 0.4 0.5035
O -2.13103 -0.40745 1.78221 0.6 0.8 1.1 -0.9427
H -2.83603 -0.60345 2.36821 -1.4 -0.5 0.9 0.4878
H -1.66103 0.32255 2.22421 0.0 -0.3 -0.2 0.4976
O -0.06603 -1.59745 -2.24879 1.0 0.1 -1.2 -0.9467
H 0.85797 -1.61445 -2.58679 -1.0 -0.2 0.5 0.5057
H -0.52803 -2.39745 -2.50279 0.2 -0.3 -0.2 0.4931
O -1.40203 1.86255 0.29421 -0.2 0.5 0.5 -0.9451
H -2.21103 2.28655 0.52821 -1.1 0.7 0.2 0.4966
H -0.70103 2.48455 0.34121 1.1 1.1 0.2 0.4961

=====

# 2
36
Properties=species:S:1:pos:R:3:forces:R:3:nbo_charge:R:1 method="wB97M-V/def2-TZVPD" total_charge=0 smiles="N=P(O)(O)B([PH2]=O)P(=O)(O)O.CO.CO.CO" e_tot_ha=-1906.550736
N -1.19755 3.25111 1.58600 -0.5 -0.2 -1.4 -1.2672
P -1.17481 3.63520 0.04830 0.8 1.3 2.4 1.9122
O -2.52672 4.54910 -0.31360 1.7 -0.8 -0.9 -0.9718
O 0.17926 4.53150 -0.29838 -2.1 -1.1 -0.4 -0.9493
B -1.14395 2.04926 -1.00802 -0.4 0.5 -0.2 -0.3373
P -1.95279 2.15770 -2.76907 1.2 -0.7 -2.3 1.2127
O -0.88038 2.06549 -3.85257 -1.1 0.2 1.7 -1.0243
P -0.35614 0.43595 -0.34970 2.4 -2.3 0.3 2.0596
O 0.70014 -0.05976 -1.29535 -1.6 1.1 1.0 -1.0258
O 0.37860 0.67999 1.12871 -1.5 -0.6 -1.9 -0.9422
O -1.56743 -0.66867 -0.08186 1.4 1.8 0.1 -0.9839
H -1.99708 3.61560 2.09407 0.1 -0.1 0.2 0.3687
H -2.94243 4.78595 0.51789 -0.2 0.1 0.2 0.5061
H -0.04621 5.43190 -0.03720 0.4 0.4 0.0 0.5028
H -2.67746 3.37896 -2.92044 -0.2 -0.6 0.5 -0.0402
H -2.86664 1.05749 -2.86009 -0.1 0.7 0.2 -0.0524
H -0.31036 0.51564 1.78129 0.0 0.4 0.6 0.4980
H -1.12464 -1.47312 0.24876 -0.3 -0.4 -0.1 0.5268
C -0.04151 -3.54476 2.17751 -0.2 -0.1 0.1 -0.2589
O -1.01144 -3.59748 1.12767 0.2 0.5 0.0 -0.7466
H 0.86152 -3.07860 1.78899 -0.1 0.0 -0.1 0.1933
H -0.42165 -2.95077 3.01325 0.1 0.0 0.0 0.1625
H 0.19560 -4.55340 2.52097 0.1 0.1 0.0 0.1850
H -1.79844 -4.01121 1.48759 -0.1 0.0 -0.1 0.4729
C 3.14787 3.11504 -0.21728 0.3 -0.1 -0.2 -0.2531
O 4.50536 2.86383 0.13741 -0.1 0.1 0.2 -0.7256
H 2.58391 3.31633 0.69079 0.1 0.0 0.0 0.1855
H 3.08844 3.98542 -0.87657 -0.2 0.0 0.0 0.1579
H 2.72165 2.24080 -0.71818 -0.2 0.1 0.0 0.1757
H 4.98541 2.68895 -0.67329 0.1 -0.1 -0.1 0.4605
C 0.08826 -6.13450 -0.41742 0.4 0.2 -0.3 -0.2564
O 1.31874 -6.23193 0.29694 -0.2 -0.2 0.2 -0.7308
H -0.66140 -6.73014 0.10094 0.1 0.0 0.0 0.1735
H -0.23647 -5.09565 -0.45199 -0.2 -0.1 -0.1 0.1872
H 0.21551 -6.51902 -1.43339 -0.2 0.0 0.0 0.1605
H 1.96523 -5.70220 -0.17268 0.1 0.1 0.0 0.4645

=====

# 3
30
Properties=species:S:1:pos:R:3:forces:R:3:nbo_charge:R:1 method="wB97M-V/def2-TZVPD" relative_energy_kj_mol=155.17 total_charge=0 smiles=NC(CO)CO.O.O.O.O.O e_tot_ha=-707.104707
N -0.16882 -0.96954 -0.26246 0.5 2.6 0.8 -0.9384
C 0.20206 -0.10273 0.96049 -0.3 -2.8 -1.5 -0.0942
C 0.18786 -0.94391 2.20843 -2.7 2.7 0.6 -0.0596
O -1.06645 -1.50574 2.39282 -1.9 -1.3 0.4 -0.7781
C 1.54800 0.50277 0.68188 0.6 1.8 -1.0 -0.0872
O 1.30016 1.48641 -0.35835 1.1 -0.2 -0.3 -0.7975
H 0.61264 -1.11633 -0.88045 -0.1 -0.7 0.1 0.4029
H -0.88326 -1.64681 -0.13443 0.1 -0.9 0.2 0.4003
H -0.65669 0.58695 0.97728 0.9 0.5 0.7 0.1784
H 0.26525 -0.30170 3.09974 0.9 0.2 -0.2 0.1567
H 0.88836 -1.69019 2.24730 2.1 -1.8 -0.2 0.1744
H -1.80561 -1.32813 1.75694 1.2 -0.1 0.3 0.4962
H 2.34596 -0.17099 0.25155 -1.3 0.2 0.6 0.2089
H 2.03253 1.00993 1.55429 -0.6 -0.4 -0.4 0.1786
H 0.76894 2.22171 0.00127 0.1 -0.3 0.1 0.4998
O 1.99697 0.44987 -3.19367 0.2 0.7 0.4 -0.9476
H 1.17556 -0.00625 -3.34815 -0.7 -0.2 -0.3 0.4726
H 1.80385 1.00343 -2.40905 0.1 -0.1 -0.1 0.5104
O -0.58760 3.19831 0.50028 0.1 0.3 0.2 -0.9513
H -0.91025 2.92517 1.37218 -0.2 0.0 -0.5 0.4876
H -1.16932 2.82900 -0.17785 -0.3 -0.1 0.4 0.4996
O -2.91617 -1.54320 0.47997 0.5 -1.0 0.2 -0.9881
H -3.00167 -0.64368 0.14922 -0.9 0.4 0.0 0.4999
H -3.72568 -1.98495 0.73800 -0.3 0.4 -0.1 0.4974
O 2.62523 -1.73392 -1.81234 -0.1 0.2 -0.2 -0.9825
H 3.51294 -1.60161 -1.48088 0.3 -0.2 0.2 0.4637
H 2.52998 -0.97326 -2.42802 0.0 -0.2 0.2 0.4863
O -2.55874 0.88114 -0.56803 -0.9 0.6 0.0 -0.9883
H -3.13290 0.80058 -1.34833 0.6 0.0 0.2 0.4892
H -1.77732 0.32316 -0.67771 0.9 -0.4 -0.7 0.5097

=====

# 4
38
Properties=species:S:1:pos:R:3:forces:R:3:lowdin_charge:R:1 method="wB97M-V/def2-TZVPD" total_charge=+2 e_tot_ha=-810.436821
Cs -0.40138 10.49878 7.30444 0.8 -0.2 -0.4 1.0273
Cs -0.24659 12.43948 11.99800 0.1 0.5 0.3 1.0287
Cs -5.20441 8.81568 10.52206 -0.3 0.0 0.0 1.0593
Cs 0.11653 8.00095 11.80356 0.3 -0.6 -0.1 1.0287
B 2.54423 8.83587 9.55217 0.7 0.5 -0.8 -0.5052
H 2.89732 8.02339 8.73677 -0.1 -0.2 -0.1 -0.0415
H 2.92561 9.92719 9.16706 0.1 0.3 0.0 -0.0547
H 1.35870 8.92507 9.53093 -1.5 -0.1 0.1 -0.1976
H 3.01264 8.59859 10.62577 -0.1 -0.1 0.7 -0.0687
B -2.10673 10.07478 10.19275 0.6 0.3 0.7 -0.7652
H -2.81144 10.45166 9.38318 -1.4 0.5 -1.4 -0.0702
H -2.13952 10.81717 11.10213 0.1 0.3 0.7 -0.1064
H -2.37500 9.01366 10.53997 -0.7 -1.2 0.8 -0.1203
H -1.06798 9.93674 9.70840 1.5 0.1 0.0 -0.1587
C -4.60829 13.12980 11.78494 -0.5 0.6 0.2 -0.6475
O -3.69835 13.42000 12.56064 0.2 -0.7 -0.6 -0.0068
N -5.86539 13.62655 11.95598 -0.2 -0.1 -0.1 0.1712
N -4.46533 12.30897 10.68272 -0.3 0.1 0.5 0.1404
H -6.61699 13.48144 11.30351 0.2 -0.1 -0.1 0.1074
H -6.06111 14.27784 12.69535 0.3 0.0 0.1 0.1190
H -5.19434 12.21577 9.98760 0.2 0.0 0.0 0.0645
H -3.63470 11.75073 10.62362 0.1 0.2 -0.2 -0.0105
C -2.61527 6.21592 9.04692 -0.6 -0.8 -0.1 -0.6671
O -2.21405 5.96218 10.17104 0.2 0.5 0.2 0.0078
N -2.64336 7.49647 8.53773 0.0 -1.4 0.1 0.1264
N -3.18727 5.27315 8.23075 0.2 0.7 0.2 0.1750
H -2.22907 8.17996 9.15042 -0.1 0.5 -0.6 -0.0035
H -3.05121 7.58127 7.62539 0.2 0.8 0.0 0.0949
H -3.25881 5.46570 7.24763 -0.1 -0.4 0.0 0.1031
H -3.25448 4.32711 8.56156 0.2 -0.1 -0.1 0.1223
C -5.60937 10.67602 7.23373 0.0 -0.4 -0.5 -0.6752
O -6.15498 11.36168 8.08163 0.4 -0.1 0.4 0.0180
N -4.24718 10.60704 7.04442 -0.3 -0.3 -0.2 0.1565
N -6.31120 9.82670 6.40900 0.2 0.4 0.8 0.1696
H -3.92954 9.95713 6.34827 0.3 0.2 0.0 0.0915
H -3.59984 11.13259 7.60159 -0.3 0.1 0.1 0.0610
H -5.90232 9.46821 5.56434 -0.2 0.1 -0.1 0.1058
H -7.30729 9.95764 6.46892 -0.1 -0.1 -0.3 0.1206

=====

# 5
31
Properties=species:S:1:pos:R:3:forces:R:3:nbo_charge:R:1 method="wB97M-V/def2-TZVPD" relative_energy_kj_mol=134.95 total_charge=0 smiles=NC[C@@H](N)CS.O.O.O.O.O e_tot_ha=-1010.112380
N 1.13888 2.05918 0.81993 2.4 -3.4 1.4 -0.8138
C 1.19809 1.14864 -0.32825 0.9 -1.1 -0.4 -0.2306
C 0.02134 0.11025 -0.46464 -2.0 -0.1 1.0 -0.0790
N -1.38522 0.73948 -0.59542 2.3 -3.0 -0.7 -0.8495
C 0.13225 -0.87393 -1.66573 -2.5 3.0 -3.1 -0.4766
S -1.17512 -2.13667 -2.12046 0.2 0.6 1.1 -0.0741
H 0.30044 2.53242 0.76445 -2.2 1.2 0.4 0.3589
H 1.18178 1.46806 1.72978 -0.4 1.6 -2.0 0.3531
H 2.18596 0.55508 -0.30300 -1.4 0.9 0.0 0.1840
H 1.23978 1.77999 -1.21744 0.0 -0.1 -0.2 0.1891
H -0.03902 -0.38986 0.59349 0.2 0.3 -2.1 0.1972
H -1.59140 1.24705 -1.41304 0.0 0.3 -1.1 0.3286
H -1.56412 1.29941 0.15205 -0.6 1.9 2.7 0.3633
H 0.94989 -1.48866 -1.70320 2.5 -1.0 0.2 0.2225
H 0.09396 -0.19766 -2.74413 0.6 -1.5 3.2 0.1817
H -2.20185 -1.44578 -1.61200 -0.1 0.0 -0.1 0.1412
O -1.42469 2.32265 2.57357 -1.0 -1.2 0.2 -0.9553
H -1.93377 1.49649 2.78791 0.8 0.9 -0.2 0.4857
H -2.11872 2.99078 2.59966 0.1 0.2 0.0 0.4727
O -1.23158 2.97523 -3.20076 0.2 -1.1 -0.3 -0.9224
H -1.07076 2.30162 -2.51593 0.1 0.7 -0.3 0.4495
H -1.16780 2.43315 -4.01116 -0.1 0.6 0.4 0.4693
O 2.22233 -2.19487 0.62888 -0.4 -0.3 1.6 -0.9538
H 2.00124 -2.41776 1.57424 0.0 -0.1 -1.5 0.4689
H 2.82703 -1.46679 0.83193 -0.6 0.2 -0.4 0.4696
O 4.20489 -1.06175 1.80556 -0.3 0.6 1.2 -0.9548
H 4.88726 -0.41621 1.99414 0.2 0.0 -0.3 0.4922
H 4.41944 -1.56256 1.03693 1.1 -0.6 -0.7 0.4819
O -2.70097 -1.19140 3.43542 1.7 -1.1 1.3 -0.9492
H -2.48607 -1.55322 2.56584 -0.1 0.0 0.0 0.4754
H -2.05690 -1.67793 4.05557 -1.5 1.2 -1.4 0.4746

=====

# 6
32
Properties=species:S:1:pos:R:3:forces:R:3:nbo_charge:R:1 method="wB97M-V/def2-TZVPD" relative_energy_kj_mol=0.00 total_charge=0 smiles=NC[C@H](N)CSS.O.O.O.O.O e_tot_ha=-1408.403794
N 2.34968 -0.65221 -0.24154 -0.5 -0.2 -0.1 -0.8561
C 1.08333 -1.29850 -0.61651 0.1 0.6 -0.3 -0.2361
C -0.05355 -0.61257 0.16167 0.3 -0.6 0.0 -0.0838
N 0.01595 -0.95867 1.58336 -0.1 0.2 0.3 -0.8750
C -1.39724 -0.98701 -0.43254 0.0 0.2 0.3 -0.5507
S -2.79945 -0.16310 0.38845 0.2 0.3 -0.3 0.0955
S -3.34640 -1.30752 1.95773 -0.3 -0.7 0.3 -0.1308
H 2.36097 0.25761 -0.70135 0.3 -0.1 0.0 0.3846
H 3.11506 -1.21183 -0.59343 0.2 0.2 0.0 0.3633
H 0.90064 -1.23257 -1.70278 -0.1 0.1 0.1 0.1667
H 1.13584 -2.36473 -0.37893 -0.1 0.0 0.3 0.1842
H 0.08248 0.47168 0.12554 0.1 0.0 -0.3 0.2042
H -0.27617 -1.91279 1.75206 -0.2 -0.1 -0.1 0.3671
H 0.98411 -0.92565 1.87068 0.3 0.1 0.0 0.3839
H -1.46305 -0.60625 -1.45454 0.0 -0.1 0.0 0.2448
H -1.51303 -2.07436 -0.44777 -0.3 0.1 0.0 0.2350
H -2.49540 -0.97282 2.94426 0.2 0.3 -0.2 0.1218
O -0.53706 1.71466 2.66570 -0.5 0.4 0.1 -0.9858
H -0.47904 0.76974 2.43681 -0.2 -0.3 -0.1 0.5061
H -1.47131 1.96788 2.56031 0.6 -0.3 0.0 0.4840
O -0.56263 -4.07687 -1.90214 0.2 0.4 0.2 -0.9329
H -0.02568 -3.27768 -1.82223 -0.1 -0.1 0.1 0.4630
H -0.36327 -4.36719 -2.78954 -0.1 -0.3 -0.4 0.4704
O 1.47474 2.71707 1.08917 -0.1 -0.3 0.5 -0.9923
H 2.13634 2.01729 1.17301 -0.1 0.1 0.0 0.4751
H 0.74988 2.44551 1.70296 0.3 0.2 -0.3 0.5095
O 1.71101 2.65825 -1.63465 0.0 -0.2 -0.2 -1.0091
H 0.79767 2.55128 -1.96003 0.5 0.1 0.3 0.4841
H 1.62109 2.90972 -0.69749 -0.2 -0.1 -0.2 0.4924
O -1.08358 2.51949 -1.84402 -0.3 -0.1 -0.3 -0.9453
H -1.15848 2.72798 -0.91440 0.0 0.0 0.5 0.4807
H -1.49345 3.27416 -2.27780 0.0 0.0 -0.2 0.4815

=====

# 7
36
Properties=species:S:1:pos:R:3:forces:R:3:nbo_charge:R:1 method="wB97M-V/def2-TZVPD" relative_energy_kj_mol=0.00 total_charge=0 smiles="NC(N)=O.NC(N)=O.NC(N)=O.O.O.O.O" e_tot_ha=-981.666999
N 1.26624 1.88653 -0.20755 0.5 -0.1 1.4 -0.8752
C 2.65847 1.73870 -0.06172 -1.1 0.7 -0.3 0.7856
N 3.22077 1.70928 1.24754 -3.1 0.3 -0.8 -0.8743
O 3.29052 1.64091 -1.14284 -0.1 -0.3 2.3 -0.7166
H 0.47423 2.01725 0.47446 1.8 -0.2 -0.7 0.4204
H 1.02367 1.89276 -1.17853 -0.2 0.0 -0.2 0.4033
H 2.62962 2.06007 2.07421 0.9 -0.8 -1.8 0.4423
H 4.15671 1.99376 1.22699 1.4 0.3 0.1 0.3903
N -1.19100 -2.35757 -2.71086 -2.2 2.0 -0.8 -0.8158
C -2.28716 -2.07139 -1.93957 -1.4 0.3 1.5 0.7914
N -2.71771 -3.00382 -0.97625 0.5 0.4 -1.0 -0.8693
O -2.92224 -1.01420 -2.04236 0.4 -0.4 -0.3 -0.7196
H -0.74037 -1.50570 -3.01730 -0.1 -0.1 -0.2 0.3925
H -0.59431 -2.96802 -2.29101 2.1 -2.1 1.3 0.3978
H -2.10124 -3.74109 -0.63666 -0.5 0.4 -0.2 0.4104
H -3.63254 -2.81960 -0.54652 1.1 -0.1 -0.4 0.4101
N -1.78630 0.92319 -0.02010 1.2 0.3 1.3 -0.8421
C -2.02409 1.96646 0.78626 -1.1 0.1 -1.3 0.7935
N -3.10574 2.75783 0.50276 1.2 -1.3 0.3 -0.8363
O -1.25942 2.21574 1.70257 0.7 0.8 1.2 -0.7480
H -1.05750 0.34535 0.37801 -0.1 -0.5 -0.5 0.4284
H -2.37137 0.59318 -0.73018 -1.0 -0.8 -1.2 0.4269
H -3.67037 2.48571 -0.27400 -0.5 0.6 -0.1 0.4030
H -3.14328 3.59119 1.04135 -0.6 0.6 -0.1 0.4129
O 0.99873 1.66214 3.04519 -0.5 0.0 -1.4 -1.0003
H 0.62122 1.85175 3.88725 -0.2 0.2 1.2 0.4753
H 0.20370 1.81810 2.45534 0.7 -0.3 0.5 0.5082
O 0.65654 -1.02415 0.99563 0.7 0.1 -0.4 -0.9941
H 1.30557 -0.84547 0.27676 -0.6 -0.2 -0.3 0.5021
H 1.21964 -0.77872 1.73491 -0.3 0.1 0.7 0.4862
O 0.34312 -3.42562 -0.56660 0.4 -0.3 0.2 -0.9878
H 1.23164 -3.50675 -0.93933 -0.2 0.0 0.1 0.4774
H 0.45269 -2.82275 0.19035 -0.1 0.1 -0.1 0.5079
O 2.57395 -1.21159 -1.02702 0.7 -0.7 0.7 -0.9685
H 3.23754 -1.65515 -0.46235 -0.5 0.1 -0.4 0.4732
H 3.04005 -0.39828 -1.24885 0.0 0.8 -0.4 0.5087

=====

# 8
31
Properties=species:S:1:pos:R:3:forces:R:3:nbo_charge:R:1 method="wB97M-V/def2-TZVPD" relative_energy_kj_mol=185.64 total_charge=+1 e_tot_ha=-1353.350490
N -0.05092 0.22563 0.33013 0.5 2.0 -0.7 -0.7002
C 0.20857 -1.13028 0.86802 0.5 -0.5 -1.1 -0.0963
C -0.82831 -1.58535 1.91514 -1.7 -0.7 2.2 -0.6840
C 1.72791 -1.09774 1.25264 -1.6 1.0 3.6 -0.5979
S 3.06368 -0.56804 0.11642 -1.2 -0.8 0.2 0.1214
S 3.48501 -2.42285 -0.70779 0.7 -0.1 0.8 -0.0919
H 0.14869 1.00563 0.97570 0.8 -0.6 0.2 0.4672
H 0.40460 0.52487 -0.58872 -0.2 -1.4 1.5 0.4368
H -0.99856 0.46381 0.17384 -1.8 -0.5 -0.5 0.4363
H 0.01285 -1.78228 0.00784 0.5 0.1 0.3 0.2702
H -0.72949 -2.69116 2.14237 0.9 1.3 0.0 0.2641
H -0.96103 -1.01821 2.93185 1.0 -0.9 -1.9 0.2346
H -1.92417 -1.72184 1.62523 1.4 1.0 -0.7 0.2510
H 1.74150 -0.47743 2.27434 0.4 -0.7 -2.6 0.2636
H 1.88368 -2.05424 1.70336 0.8 -1.0 -0.4 0.2502
H 2.93880 -2.38929 -1.90293 -0.6 0.4 -0.7 0.1256
H -0.22217 -1.03941 -2.42838 1.9 1.6 -2.4 0.4807
H -1.60190 -1.08286 -1.93115 -3.8 1.9 -0.6 0.4760
O -0.79791 -1.47637 -1.87664 1.7 -3.3 2.4 -0.9422
H 1.41309 1.21543 -3.05995 1.3 0.5 -0.1 0.4793
H 0.41250 1.64148 -4.17545 0.2 1.0 -1.2 0.4951
O 0.55993 1.09552 -3.43286 -1.3 -1.6 1.5 -0.9718
H 0.69971 2.28517 2.46290 0.8 -0.2 0.0 0.4824
H 1.77463 1.78066 3.47914 -0.6 -0.2 -2.4 0.5011
O 1.49187 1.70387 2.49794 -0.3 0.9 2.5 -0.9702
H -4.29381 1.34089 -1.80829 -0.2 0.4 -0.2 0.4828
H -4.32890 -0.13485 -1.53740 -0.2 -0.4 0.0 0.4792
O -3.73149 0.61030 -1.56374 0.6 -0.2 0.2 -0.9608
H -0.11749 2.54870 -0.54852 -0.4 1.0 0.1 0.4893
H -1.01351 3.49040 0.43725 1.0 -1.0 -0.6 0.5189
O -0.36737 2.73985 0.36771 -0.8 0.9 0.4 -0.9906

=====

Number 1: HOMO-LUMO gap 5.8339 eV, HOMO level -5.903 eV, F_max 2.3 eV Å⁻¹. Number 2: HOMO-LUMO gap 7.2881 eV, HOMO level -9.850 eV, F_max 3.3 eV Å⁻¹. Number 3: HOMO-LUMO gap 9.3202 eV, HOMO level -9.109 eV, F_max 3.9 eV Å⁻¹. Number 4: HOMO-LUMO gap 7.7241 eV, HOMO level -13.263 eV, F_max 2.0 eV Å⁻¹. Number 5: HOMO-LUMO gap 8.9382 eV, HOMO level -8.686 eV, F_max 5.0 eV Å⁻¹. Number 6: HOMO-LUMO gap 9.6831 eV, HOMO level -9.352 eV, F_max 0.8 eV Å⁻¹. Number 7: HOMO-LUMO gap 10.1688 eV, HOMO level -9.777 eV, F_max 3.2 eV Å⁻¹. Number 8: HOMO-LUMO gap 9.1672 eV, HOMO level -12.209 eV, F_max 4.4 eV Å⁻¹.